Entry 1:
The following is a DFT calculation (the ωB97M-V functional and the def2-TZVPD basis) of a structure of composition C8H18BiN4O3.

Values from the calculation:
- relative energy (zero: lowest compared OMol25 entry of this formula, charge and spin) (kJ/mol) = 0.00
- frontier orbital gap (eV) = 9.35
- calculated total energy (Ha) = -973.90681
- total charge = +3

Each line ends with the Löwdin charge.
Cartesian coordinates (Å):
1 Bi -1.42966 -0.05316 -0.82842  2.083
2 C -1.44775 3.23866 -1.08778  0.000
3 O -0.57738 2.13746 -0.68811  -0.428
4 C 0.81707 2.30254 -1.03197  -0.137
5 C 1.25588 1.35995 -2.12477  -0.054
6 O 0.74511 0.01413 -1.67135  -0.359
7 C 1.27866 -1.21346 -2.33293  -0.063
8 C 0.62708 -2.39477 -1.59383  -0.104
9 O -0.82326 -2.13039 -1.52369  -0.461
10 C -1.48892 -2.74298 -2.70033  0.009
11 H -1.12956 4.13453 -0.55687  0.125
12 H -1.30997 3.38601 -2.14401  0.113
13 H -2.42288 2.97522 -0.77995  0.086
14 H 0.99539 3.39357 -1.23430  0.176
15 H 1.40942 2.09522 -0.12955  0.149
16 H 0.85496 1.47344 -3.14303  0.156
17 H 2.32090 1.25908 -2.18655  0.146
18 H 1.07248 -1.14641 -3.40386  0.148
19 H 2.36302 -1.20872 -2.18248  0.159
20 H 0.75556 -3.34525 -2.09148  0.149
21 H 0.91945 -2.48969 -0.53259  0.147
22 H -1.66519 -3.77754 -2.37993  0.131
23 H -2.41811 -2.20366 -2.93569  0.105
24 H -0.78919 -2.66057 -3.54045  0.111
25 N 0.23961 -1.37790 4.79466  0.263
26 C 0.03046 -0.09698 4.53044  -0.385
27 N 0.14094 0.77264 5.48482  0.276
28 N -0.31077 0.34837 3.29453  0.228
29 C -0.44872 -0.07984 2.17639  -0.254
30 N -0.69109 -0.46432 1.05601  -0.088
31 H 0.39480 -1.71247 5.70159  0.134
32 H 0.22721 -2.06045 4.05294  0.146
33 H 0.43143 0.50289 6.37560  0.136
34 H 0.07303 1.76485 5.35696  0.159



Entry 2:
The following is a DFT calculation (the ωB97M-V functional and the def2-TZVPD basis) of a cluster of 2 separate species, C2H7NOSi in total.

Values from the calculation:
- relative energy (zero: lowest compared OMol25 entry of this formula, charge and spin) (kJ/mol) = 508.36
- frontier orbital gap (eV) = 10.10
- calculated total energy (Ha) = -499.72417

Each line ends with the Löwdin charge.
Cartesian coordinates (Å):
1 C 0.76876 1.80526 -0.45332  -0.054
2 C 1.22983 0.48889 -0.01833  -0.107
3 N 1.95809 -0.36804 0.28406  -0.151
4 O 2.58001 -1.37880 0.53275  -0.011
5 Si -1.64068 -1.51396 0.20917  0.589
6 H 0.51575 2.01266 -1.45066  0.060
7 H -0.17268 1.89209 0.02829  0.055
8 H 1.48555 2.60925 -0.05526  0.120
9 H -0.44668 -0.74391 0.80473  -0.115
10 H -1.86384 -0.54298 -0.89544  -0.135
11 H -1.40413 -2.90351 0.01121  -0.150
12 H -3.00996 -1.35697 1.00279  -0.100



Entry 3:
The following is a DFT calculation (the ωB97M-V functional and the def2-TZVPD basis) of a cluster of 2 separate species, C9H14 in total.

Values from the calculation:
- relative energy (zero: lowest compared OMol25 entry of this formula, charge and spin) (kJ/mol) = 25.02
- frontier orbital gap (eV) = 10.08
- calculated total energy (Ha) = -351.32066

Each line ends with the Löwdin charge.
Cartesian coordinates (Å):
1 C 0.21810 1.18028 2.49296  -0.052
2 C 0.76943 0.17951 1.52032  -0.293
3 C 1.71470 0.60173 0.56842  -0.064
4 C 0.35991 -1.13847 1.48604  -0.065
5 C 2.25457 -0.28510 -0.33143  -0.093
6 C 0.78933 -1.98801 0.46503  -0.101
7 C 1.76463 -1.59646 -0.42604  -0.096
8 H 0.96615 1.46578 3.21986  0.074
9 H -0.61514 0.77605 3.06661  0.077
10 H 2.05698 1.62822 0.63867  0.113
11 H -0.28836 -1.57182 2.23909  0.110
12 H 3.09464 -0.00810 -0.95310  0.099
13 H 0.37502 -2.97717 0.33555  0.100
14 H 2.13555 -2.21062 -1.23764  0.100
15 H -0.02720 2.12011 2.00436  0.078
16 C -1.40933 0.75895 -1.42629  -0.162
17 C -2.46851 0.17417 -2.37768  -0.159
18 H -1.86567 1.49664 -0.76691  0.061
19 H -1.00180 0.00890 -0.74569  0.040
20 H -0.57020 1.19556 -1.96613  0.063
21 H -2.27696 -0.86541 -2.60911  0.056
22 H -3.45760 0.27638 -1.92160  0.060
23 H -2.51822 0.77888 -3.27530  0.054



Entry 4:
The following is a DFT calculation (the ωB97M-V functional and the def2-TZVPD basis) of a structure of composition C2H7N3OP.

Values from the calculation:
- relative energy (zero: lowest compared OMol25 entry of this formula, charge and spin) (kJ/mol) = 460.12
- frontier orbital gap (alpha / beta) (eV) = 7.78 / 7.22
- calculated total energy (Ha) = -660.83080
- total charge = +1

Each line ends with the Löwdin charge.
Cartesian coordinates (Å):
1 C 1.08833 0.94908 -1.23349  -0.282
2 C -1.82038 -0.16891 -0.40572  -0.112
3 N 1.06251 1.37412 -0.04261  -0.143
4 N -0.63075 -0.95773 -0.37355  -0.111
5 N 0.05325 -1.15787 0.76275  -0.113
6 O 1.40513 0.65188 -2.29364  0.310
7 P 1.82309 0.29134 1.24684  0.942
8 H -2.15969 -0.00019 -1.42605  0.100
9 H -2.55084 -0.62607 0.11008  0.040
10 H -1.63504 0.70116 0.30357  0.097
11 H 0.76839 2.28784 0.32674  0.149
12 H -0.38803 -0.64731 1.56452  0.093
13 H 0.24959 -2.08116 0.95963  0.096
14 H 2.73443 -0.61617 0.50093  -0.067



Entry 5:
The following is a DFT calculation (the ωB97M-V functional and the def2-TZVPD basis) of a structure of composition C17H11Cl2F3NO3S2Zn.

Values from the calculation:
- relative energy (zero: lowest compared OMol25 entry of this formula, charge and spin) (kJ/mol) = 112.63
- frontier orbital gap (eV) = 6.15
- calculated total energy (Ha) = -4730.58249
- total charge = -1

Each line ends with the Löwdin charge.
Cartesian coordinates (Å):
1 F -5.23872 -1.68562 -1.48403  0.087
2 C -3.93071 -1.40525 -1.49609  -0.430
3 F -3.44732 -1.89107 -0.34717  0.098
4 F -3.37123 -2.11576 -2.49600  0.070
5 S -3.39359 1.28160 -2.71543  0.808
6 N -0.78081 -1.95264 0.06181  -0.040
7 C -0.32429 -1.13577 0.99593  -0.437
8 O -0.97574 -0.25051 1.69390  -0.155
9 C 1.13727 -1.46379 1.13499  -0.135
10 C 1.58202 -2.18115 0.02162  -0.219
11 C 2.92245 -2.39765 -0.23386  -0.051
12 C 3.82085 -2.04022 0.76403  -0.086
13 C 3.38912 -1.41297 1.93409  -0.076
14 C 2.05114 -1.10625 2.10545  -0.024
15 S 0.25294 -2.43840 -1.13983  0.659
16 O -0.03733 -3.83445 -1.37729  -0.309
17 O 0.54829 -1.58300 -2.26194  -0.305
18 H 3.27707 -2.78933 -1.18546  0.119
19 H 4.87463 -2.18528 0.61637  0.091
20 H 4.09562 -1.12837 2.70010  0.099
21 H 1.67391 -0.62027 3.01475  0.074
22 Cl -3.86078 -0.73013 3.77998  -0.150
23 Zn -1.72600 -0.37641 3.54899  0.135
24 Cl -0.19763 0.10394 5.03282  -0.129
25 C -1.57513 3.20796 0.06598  -0.041
26 C -2.57706 3.01098 -0.83493  -0.090
27 C -2.09806 1.95525 -1.84003  -0.693
28 C -0.64720 1.56090 -1.27956  -0.094
29 C -0.43207 2.34976 -0.13801  -0.214
30 C 0.83892 2.60399 0.41778  -0.022
31 C 1.94826 1.94217 -0.12563  -0.085
32 C 1.76100 1.19849 -1.27701  -0.084
33 C 0.50467 1.07017 -1.89663  -0.043
34 H -1.54249 3.90568 0.86952  0.101
35 H -3.58918 3.44126 -0.77026  0.101
36 H -1.85904 2.29288 -2.85163  0.046
37 H 0.90298 3.35897 1.20767  0.112
38 H 2.91116 2.04902 0.38426  0.106
39 H 2.64387 0.76200 -1.72106  0.104
40 H 0.46819 0.62927 -2.87818  0.101



Entry 6:
The following is a DFT calculation (the ωB97M-V functional and the def2-TZVPD basis) of a structure of composition C18H35N2O6S.

Values from the calculation:
- relative energy (zero: lowest compared OMol25 entry of this formula, charge and spin) (kJ/mol) = 1825.08
- frontier orbital gap (eV) = 9.38
- calculated total energy (Ha) = -1665.13266
- total charge = +1

Each line ends with the Löwdin charge.
Cartesian coordinates (Å):
1 C -6.41993 -2.75742 0.32099  -0.095
2 H -6.20467 -2.12333 -0.63602  0.108
3 H -6.94654 -3.49921 -0.08121  0.020
4 C -5.06926 -3.31436 0.69440  -0.362
5 C -4.22220 -2.40876 1.25245  -0.247
6 H -3.40441 -2.82163 1.81939  0.092
7 H -4.86134 -1.95675 2.44070  0.211
8 C -3.83271 -1.06230 0.36931  -0.183
9 H -3.71773 -1.44060 -0.61768  0.148
10 C -4.73052 0.06086 0.44330  -0.176
11 H -5.13810 0.57274 1.48491  0.205
12 H -5.75903 0.04118 -0.26103  0.196
13 N -3.93018 1.02217 -0.21610  -0.051
14 C -4.43631 2.63294 0.22468  0.209
15 H -4.47227 2.70193 1.13553  0.005
16 H -3.89556 3.25797 -0.16517  0.012
17 H -5.43627 2.48558 -0.14058  0.112
18 C -2.57089 0.91278 0.35772  -0.154
19 H -2.04265 1.88228 0.83260  0.180
20 C -2.54946 -0.35559 1.08713  -0.013
21 H -2.59279 -0.28489 1.96262  0.023
22 H -1.75694 -0.89095 0.86769  0.093
23 C -1.79822 1.04269 -1.02367  -0.373
24 O -2.56417 0.92902 -1.90876  0.112
25 N -0.47721 1.10002 -1.34672  0.236
26 H 0.05741 0.87131 -2.02797  0.014
27 C 0.44214 0.95340 -0.00269  -0.066
28 H 0.02560 0.90470 0.88660  0.088
29 C 1.68460 0.34763 -0.08319  -0.415
30 C 1.75431 -0.76435 -1.18615  -0.128
31 O 1.52551 -0.03200 -2.57178  -0.110
32 H 1.73721 -0.82632 -3.30987  0.200
33 C 3.08014 -1.44877 -1.22102  -0.207
34 O 2.92327 -2.65859 -2.19763  -0.006
35 H 3.59958 -3.24768 -1.97456  0.037
36 C 3.38593 -1.80995 0.20900  -0.385
37 O 4.57711 -2.70458 0.04248  -0.066
38 H 5.28469 -2.06420 0.41271  0.106
39 C 3.27510 -0.78704 1.16716  -0.501
40 O 1.96075 -0.01958 1.17685  -0.048
41 H 3.46498 -1.25716 2.34224  0.214
42 S 4.59195 0.35609 1.07647  0.953
43 C 4.84470 0.91281 2.53611  -0.501
44 H 3.95938 1.26374 2.85655  0.001
45 H 5.61538 1.77001 2.36580  0.104
46 H 5.40580 0.09702 3.16819  0.107
47 H 2.65121 -2.84588 0.49386  0.243
48 H 3.99119 -0.94257 -1.49513  0.159
49 H 0.93899 -1.34602 -1.13050  0.121
50 H 2.42755 1.14782 -0.44848  0.152
51 C 0.70503 2.69715 0.17746  -0.311
52 C 1.07184 3.42868 -1.11020  -0.015
53 H 1.53897 4.46584 -0.92954  0.131
54 H 1.93409 2.80700 -1.47043  0.103
55 H 0.30788 3.35327 -1.61146  -0.028
56 H 1.53460 2.83059 1.16978  0.205
57 O -0.53985 3.11122 0.71739  -0.129
58 H -0.47081 4.12394 0.98480  0.178
59 H -3.83112 1.17528 -1.14681  0.050
60 H -5.15351 -4.09478 1.73314  0.199
61 H -4.51646 -3.78580 -0.20763  0.155
62 H -6.92848 -2.21475 1.11617  0.090



Please write out number 2 again, unchanged.
The following is a DFT calculation (the ωB97M-V functional and the def2-TZVPD basis) of a cluster of 2 separate species, C2H7NOSi in total.

Values from the calculation:
- relative energy (zero: lowest compared OMol25 entry of this formula, charge and spin) (kJ/mol) = 508.36
- frontier orbital gap (eV) = 10.10
- calculated total energy (Ha) = -499.72417

Each line ends with the Löwdin charge.
Cartesian coordinates (Å):
1 C 0.76876 1.80526 -0.45332  -0.054
2 C 1.22983 0.48889 -0.01833  -0.107
3 N 1.95809 -0.36804 0.28406  -0.151
4 O 2.58001 -1.37880 0.53275  -0.011
5 Si -1.64068 -1.51396 0.20917  0.589
6 H 0.51575 2.01266 -1.45066  0.060
7 H -0.17268 1.89209 0.02829  0.055
8 H 1.48555 2.60925 -0.05526  0.120
9 H -0.44668 -0.74391 0.80473  -0.115
10 H -1.86384 -0.54298 -0.89544  -0.135
11 H -1.40413 -2.90351 0.01121  -0.150
12 H -3.00996 -1.35697 1.00279  -0.100



- Look up the calculated total energy of the first one.
  -973.90681 Ha



- The highest relative energy (zero: lowest compared OMol25 entry of this formula, charge and spin) belongs to which entry?
  C18H35N2O6S